A 12-piece molecular cluster, C40H108F10N11O26PS10 overall, computed with ωB97M-V/def2-TZVPD.

Cartesian coordinates (Å):
C -6.1405 -2.7721 -10.3421
C -7.2867 -2.4945 -11.2141
C -8.6489 -2.1660 -10.4528
O -9.1184 -3.4236 -9.9987
C -10.4616 -3.4707 -9.5270
N -6.9061 -1.5109 -12.3133
H -6.3555 -0.7361 -11.9718
H -6.1727 -1.9015 -12.8875
H -7.6357 -1.0357 -12.8251
H -6.4620 -3.4126 -9.5209
H -5.5607 -1.9121 -10.0070
H -5.3364 -3.2737 -10.8805
H -7.3484 -3.3727 -11.8568
H -9.3837 -1.8447 -11.1911
H -8.4776 -1.4590 -9.6411
H -10.8818 -4.4596 -9.3437
H -11.1931 -3.0195 -10.1974
H -10.6485 -3.0197 -8.5524
C 0.5527 -2.0114 0.3270
C -0.9295 -1.8904 0.8551
C -2.0508 -1.2574 -0.1382
O -1.6135 -1.8328 -1.3471
C -2.5592 -1.5545 -2.3809
N -1.3860 -3.2234 1.4757
H -0.6308 -3.8439 1.7303
H -1.9310 -3.1333 2.3212
H -1.7923 -3.8830 0.8277
H 0.6884 -1.1759 -0.3598
H 0.6965 -2.9158 -0.2642
H 1.3026 -2.0698 1.1159
H -0.9403 -1.2094 1.7061
H -1.8578 -0.1862 -0.1954
H -3.0974 -1.3382 0.1553
H -3.6119 -1.7435 -2.1710
H -2.3745 -2.2483 -3.2010
H -2.4164 -0.5829 -2.8539
C 7.2974 -1.7344 -2.3055
C 6.8763 -2.9467 -3.1582
C 5.8717 -2.6857 -4.2927
O 5.4024 -3.8991 -4.8695
C 4.2084 -3.8370 -5.5203
N 8.0817 -3.5677 -3.7754
H 8.6030 -2.8504 -4.2591
H 8.7774 -4.0438 -3.2192
H 7.7688 -4.2506 -4.4504
H 7.6455 -1.0030 -3.0348
H 8.0158 -2.0728 -1.5588
H 6.5850 -1.2752 -1.6202
H 6.3346 -3.6139 -2.4878
H 6.3021 -2.1182 -5.1177
H 4.9964 -2.1310 -3.9545
H 3.3347 -3.5170 -4.9525
H 4.0448 -4.7836 -6.0355
H 4.3110 -3.2016 -6.4000
C -2.5270 -13.3535 3.0849
C -3.4529 -12.6625 4.0523
C -3.2972 -13.2558 5.4733
O -4.4527 -12.8459 6.3282
C -4.1796 -13.2451 7.6109
N -3.0686 -11.1135 4.0520
H -2.1506 -10.8004 4.3338
H -3.3348 -10.6015 3.2231
H -3.6075 -10.6939 4.7961
H -2.5644 -14.4426 3.0617
H -1.5167 -13.0876 3.3959
H -2.7342 -12.9290 2.1025
H -4.4662 -12.6974 3.6520
H -2.2947 -13.0786 5.8626
H -3.3354 -14.3373 5.3435
H -3.9173 -12.3366 8.1531
H -3.2508 -13.7961 7.7589
H -5.0460 -13.8348 7.9105
C 0.0055 -1.9020 11.4818
C 1.0703 -3.0187 11.2575
C 0.7645 -4.1760 12.1139
O 1.9251 -4.9091 12.1424
C 1.9284 -6.0553 13.0677
N 0.9413 -3.4033 9.7551
H 1.2741 -2.6778 9.1363
H 1.3984 -4.2728 9.5201
H -0.0236 -3.4277 9.4575
H -1.0221 -2.1134 11.1862
H 0.4750 -1.0108 11.0654
H 0.0962 -1.6629 12.5414
H 2.0554 -2.6261 11.5095
H -0.1391 -4.7259 11.8507
H 0.4618 -3.8615 13.1127
H 2.9601 -6.3691 13.2264
H 1.4590 -6.9481 12.6546
H 1.4897 -5.9420 14.0591
C -11.2878 1.6938 -2.7462
C -10.3328 2.8861 -2.3876
C -9.2794 3.1918 -3.3780
O -8.4596 4.1358 -2.7500
C -7.6866 4.9687 -3.5888
N -11.1387 4.2283 -2.2086
H -11.8752 4.2179 -1.5176
H -10.4472 4.9384 -2.0146
H -11.5780 4.5709 -3.0511
H -12.3377 1.9361 -2.9109
H -11.2541 0.7189 -2.2598
H -10.9698 1.3765 -3.7394
H -9.8671 2.8641 -1.4024
H -9.6945 3.5947 -4.3018
H -8.6539 2.3657 -3.7160
H -7.0984 5.6157 -2.9381
H -8.2630 5.7022 -4.1526
H -7.0079 4.3778 -4.2039
C 8.2896 10.5586 4.4084
C 8.2703 9.4941 3.3054
C 7.4229 9.7641 2.1177
C 7.1689 8.5936 1.1558
P 6.5977 9.0608 -0.6125
C 5.1351 10.1265 -0.3854
C 3.9839 9.3961 0.4406
C 3.1299 8.4841 -0.3928
C 1.9097 8.1484 0.3249
C 8.0458 9.8007 -1.2977
C 7.8814 10.8687 -2.3418
C 7.6885 12.3186 -1.9073
C 8.8462 12.8342 -1.1055
C 6.1056 7.5833 -1.4477
C 5.7148 7.9085 -2.9178
C 4.8782 6.8642 -3.5675
C 5.8549 5.8132 -4.1411
H 7.3230 10.5804 4.9118
H 8.4649 11.5015 3.8905
H 9.0659 10.4434 5.1648
H 7.8062 8.6140 3.7506
H 9.2437 9.1210 2.9869
H 7.9343 10.5604 1.5769
H 6.4835 10.2346 2.4077
H 6.6216 7.8194 1.6935
H 8.1761 8.2558 0.9118
H 4.8865 10.4156 -1.4066
H 5.5404 11.1086 -0.1419
H 3.3034 10.1480 0.8401
H 4.4062 8.9630 1.3474
H 3.5204 7.4671 -0.3556
H 3.0057 8.7587 -1.4403
H 1.3904 9.0942 0.4795
H 1.9721 7.7756 1.3472
H 1.2128 7.4740 -0.1726
H 8.6558 9.0045 -1.7243
H 8.6289 10.1549 -0.4476
H 7.1809 10.4756 -3.0786
H 8.7697 10.8074 -2.9705
H 6.7156 12.3550 -1.4171
H 7.6338 12.8909 -2.8334
H 9.2214 12.2582 -0.2596
H 8.7278 13.8215 -0.6590
H 9.6934 12.9252 -1.7853
H 5.3186 7.0164 -0.9502
H 6.9389 6.8807 -1.4577
H 6.6169 7.9151 -3.5295
H 5.2490 8.8905 -2.9997
H 4.1638 7.2008 -4.3188
H 4.1939 6.4191 -2.8452
H 6.2062 6.0990 -5.1326
H 5.2887 4.8935 -4.2881
H 6.5604 5.4868 -3.3770
N 2.1346 -8.1922 4.1736
S 3.2906 -8.5095 3.2060
O 3.5298 -9.9455 2.9811
O 4.3766 -7.5280 3.0758
F 2.3979 -8.1184 1.8874
S 3.0100 -8.8108 5.4457
O 4.1701 -8.0581 5.7725
O 3.0156 -10.2065 5.7734
F 1.9631 -8.2125 6.4612
N -4.7436 -7.3135 -1.0420
S -4.9764 -8.0795 -2.5674
O -4.7224 -7.3126 -3.8423
O -5.5575 -9.4163 -2.6816
F -3.5426 -8.7525 -2.4477
S -6.1612 -7.0433 -1.1206
O -7.1403 -8.0890 -0.8468
O -6.5911 -5.9978 -2.0633
F -6.2352 -6.3258 0.3234
N 3.2988 1.2970 6.0590
S 5.0302 1.4830 5.9166
O 5.6671 2.5780 6.6094
O 5.7293 0.8449 4.8106
F 5.3367 0.3496 7.1069
S 2.8948 2.7231 5.8092
O 3.2588 3.2400 4.5083
O 2.8174 3.6866 6.9335
F 1.3632 2.3648 5.5537
N -4.5165 -3.7318 7.4067
S -5.7139 -2.6200 7.2432
O -5.7996 -1.4960 8.2252
O -6.9838 -2.9516 6.7647
F -5.1362 -1.8614 5.9496
S -5.3479 -4.7252 8.2319
O -6.5553 -5.2866 7.6833
O -5.4589 -4.4710 9.6591
F -4.4031 -6.0562 8.1500
N -3.0640 3.5329 -11.7097
S -1.6900 3.8012 -10.7924
O -1.7667 3.4908 -9.3462
O -0.7492 4.8810 -11.1582
F -0.9283 2.4392 -11.2417
S -3.5914 4.9282 -11.5290
O -3.2623 5.7639 -12.6660
O -3.7031 5.5527 -10.2123
F -5.1676 4.4548 -11.7410

Forces on the atoms, in the same order (eV/Å):
1.97 0.06 0.51
-1.53 -0.45 -0.80
0.44 -1.40 -1.28
0.15 -0.33 0.38
-1.09 0.39 0.44
1.02 1.30 1.14
0.06 0.82 1.01
-0.32 -0.76 -0.96
-0.60 -0.50 -0.57
0.13 0.16 0.03
-0.66 0.47 0.63
-0.21 -0.62 -0.18
-1.17 -0.35 0.50
-0.02 0.77 -0.01
-0.08 0.18 -0.03
1.04 -0.53 -0.54
0.30 0.31 -0.47
0.68 0.58 0.14
-1.61 -0.27 -0.35
-0.58 1.13 0.63
3.61 -0.85 0.56
-2.31 -0.01 -0.58
0.41 -0.76 -1.67
0.71 -0.42 -0.60
1.24 0.37 0.59
-0.68 0.18 0.10
-1.28 0.27 -0.75
0.33 0.02 0.28
-0.30 -0.02 -0.19
-0.29 0.47 0.19
0.24 -0.14 0.19
0.14 0.27 0.34
-0.05 -0.84 -0.03
0.04 0.22 0.79
0.33 -0.20 0.11
-0.04 0.40 0.53
0.17 -0.43 -0.61
-2.08 0.59 1.30
-0.55 -0.07 -0.80
2.44 -0.53 2.27
-1.15 0.13 -2.53
-0.03 -0.22 -0.30
0.17 0.44 -0.49
-0.05 -0.17 1.03
-0.27 -0.42 -0.63
0.50 0.44 0.59
0.71 0.13 -0.47
-0.76 -0.23 -0.72
0.62 -0.75 -0.18
0.35 0.50 0.00
0.22 0.24 0.52
0.14 -0.13 0.38
-0.20 -0.34 0.71
-0.18 0.73 -0.03
0.62 0.80 -0.12
0.74 -0.07 0.57
-2.41 0.64 -0.73
2.87 -0.14 -3.86
0.32 0.16 1.88
-1.18 -0.64 1.01
1.07 -0.71 -0.33
-0.05 -0.11 -0.68
-0.89 0.12 0.45
-0.47 0.18 0.09
0.29 -0.13 -0.33
0.33 -0.35 -0.21
-0.13 0.25 0.55
-0.09 0.63 0.44
-0.21 -0.13 -0.02
-0.88 0.00 0.85
-0.12 -0.71 -0.47
0.24 0.28 0.87
2.18 0.24 0.43
-2.63 1.51 -0.54
-0.52 -0.64 0.98
0.80 -2.44 1.34
0.55 -0.38 -0.70
0.44 0.59 0.62
0.90 0.45 -0.06
0.29 -0.48 -0.03
-0.78 -0.58 0.43
0.20 0.03 -0.07
-0.81 0.26 -0.63
-0.57 -0.21 0.14
0.08 -0.25 -0.63
-0.11 -0.38 -0.85
0.38 0.60 0.29
0.09 0.49 -0.17
-0.36 0.25 -0.50
-0.20 0.96 -0.12
0.61 0.17 -1.45
-2.04 -0.64 1.29
1.10 0.57 -0.98
-0.29 0.73 0.55
0.71 0.58 0.30
0.33 -0.57 -0.84
-0.01 -0.26 0.62
0.52 0.35 0.61
-0.28 -0.30 -0.75
0.02 0.40 0.44
0.35 0.62 1.05
0.00 0.16 -0.36
0.01 -0.66 -0.02
-0.37 0.19 -0.25
-0.34 -0.64 0.36
0.20 -0.37 0.17
-0.43 -0.44 -0.47
-0.10 0.12 -0.23
0.04 0.30 -1.08
-0.16 -2.16 1.50
-0.74 1.87 -1.42
0.70 0.65 -0.71
-1.00 -0.57 4.01
0.45 -0.36 -0.80
1.05 2.06 -0.66
1.72 -2.51 0.19
-3.43 1.32 1.11
0.84 0.18 0.17
0.65 -0.25 -1.51
-0.74 -0.97 -0.24
1.08 0.66 0.39
0.12 -0.83 -1.34
0.31 0.94 0.14
-0.32 -1.44 -0.14
-2.01 -0.96 0.22
0.03 0.16 -0.05
-0.07 0.41 0.39
-0.01 -0.29 -0.22
0.16 -0.41 0.33
0.30 0.40 0.05
0.01 0.30 -0.42
-0.25 -0.14 0.20
-0.18 -0.21 -0.58
0.10 -0.74 0.09
-0.87 -0.49 -0.31
-0.20 -0.06 1.35
0.16 0.48 -0.11
0.04 -0.45 -0.21
1.15 0.02 -0.86
-0.15 0.32 0.18
-0.74 0.07 0.00
0.84 -0.24 -0.06
0.22 0.04 -0.31
-0.14 -0.34 0.06
-0.03 0.12 0.11
-0.75 0.56 0.06
0.48 0.26 0.21
0.01 0.55 0.22
-0.28 0.17 0.13
-0.36 -0.56 -0.04
-0.44 0.12 -0.32
0.17 0.02 0.01
-0.08 0.54 0.23
0.32 0.10 0.07
0.27 0.61 0.19
-0.02 0.12 0.13
0.48 0.45 -0.30
0.14 -0.29 0.31
0.63 0.10 0.41
-0.12 -0.14 -0.35
0.63 0.51 -0.36
1.52 -1.50 2.41
1.82 0.23 -7.48
0.28 2.53 0.70
-1.59 -2.00 0.45
0.23 -0.10 -0.04
-1.91 0.45 4.26
0.71 -0.03 -0.45
-0.43 0.50 -0.97
-0.86 0.05 1.05
4.74 -2.63 -3.13
7.09 -4.64 -6.73
-1.79 -0.94 3.87
-2.19 2.59 0.47
2.33 0.69 0.51
-12.10 4.95 4.99
1.28 0.72 -1.05
0.66 -1.47 0.96
0.15 0.87 0.18
5.22 -2.10 0.12
2.18 -3.76 3.18
-1.34 0.23 -1.65
-1.97 1.33 0.55
-0.75 0.29 -1.07
-4.01 6.09 0.24
0.72 0.15 0.51
0.54 -2.28 -2.28
-0.67 -0.03 0.25
-1.21 2.08 -0.89
0.29 7.33 0.60
1.59 -3.13 -1.49
-1.50 -1.69 -0.78
1.01 -0.32 0.05
-2.44 -6.26 4.24
0.90 0.52 -0.39
1.01 0.40 -1.37
0.61 1.06 -0.07
4.25 -2.12 2.39
4.32 -2.45 2.74
-0.80 1.01 -2.68
-2.62 -2.08 0.17
-0.39 0.63 -0.62
-5.55 5.75 -1.43
-0.68 -0.46 1.37
0.80 -1.03 -1.55
0.56 0.55 -0.28

As for the multiplicity: 1. Its net charge is +2. As for the HOMO energy: -0.3879 Eh. The calculation puts the gap between HOMO and LUMO at 0.2421 Eh. The value obtained for the electronic energy is -257633.052 eV.